1.
179
Properties=species:S:1:pos:R:3 method="wB97M-V/def2-TZVPD" energy_ev=-189609.1382 homo_lumo_gap_ev=4.477 charge=+3 relative_energy_kcal_mol=0.0 molar_mass_g_mol=1484.0
Cl 18.262 -13.317 10.397
S 17.893 -13.159 19.030
S 20.567 -19.333 19.430
S 21.799 -19.085 14.154
S 16.155 -17.348 11.076
F 20.344 -17.578 17.362
F 15.228 -13.906 19.393
F 16.341 -13.163 21.109
F 15.646 -11.771 19.668
F 16.195 -19.951 11.547
F 14.211 -19.133 11.450
F 19.992 -20.071 15.786
F 19.047 -18.954 14.145
F 15.418 -19.407 9.624
F 22.329 -18.310 17.738
F 21.482 -16.802 19.027
F 19.857 -20.976 13.867
O 21.951 -17.968 15.071
O 16.198 -17.049 12.504
O 17.785 -12.598 17.664
O 18.624 -12.373 20.005
O 15.288 -16.441 10.312
O 20.261 -20.374 18.451
O 18.270 -14.569 18.984
O 22.767 -20.122 14.448
O 19.081 -15.041 6.509
O 19.375 -18.798 20.065
O 17.499 -17.405 10.500
O 21.738 -18.785 12.738
O 21.706 -19.686 20.249
N 8.932 -13.455 20.399
N 22.713 -13.732 15.682
N 24.188 -15.328 15.786
N 17.846 -15.649 8.372
N 12.570 -19.211 16.214
N 14.557 -19.055 15.324
N 10.793 -13.007 19.391
N 18.616 -21.662 10.499
N 14.150 -5.102 17.112
N 11.240 -14.744 9.285
N 19.078 -15.632 13.578
N 12.697 -13.776 10.594
N 17.563 -23.428 9.733
N 17.667 -14.403 14.732
N 14.856 -6.934 16.143
C 14.757 -6.301 17.308
C 10.731 -15.743 8.347
C 16.605 -15.265 7.597
C 23.801 -13.255 16.362
C 20.623 -12.734 16.464
C 18.352 -15.198 15.641
C 12.843 -17.868 16.116
C 12.209 -13.050 19.010
C 13.579 -19.893 15.665
C 14.015 -13.485 11.164
C 19.308 -15.857 14.940
C 15.465 -8.216 15.908
C 17.601 -22.092 9.720
C 24.729 -14.229 16.405
C 15.920 -19.363 14.887
C 19.099 -15.538 7.581
C 8.768 -12.247 19.775
C 18.939 -20.259 10.715
C 12.445 -14.854 9.848
C 7.919 -14.131 21.233
C 18.055 -14.776 13.494
C 20.211 -16.505 8.002
C 21.523 -13.022 15.269
C 9.937 -11.940 19.177
C 11.462 -19.832 16.890
C 21.197 -17.918 18.356
C 14.503 -9.351 15.474
C 16.958 -19.406 15.998
C 14.006 -4.966 15.755
C 18.303 -23.827 10.831
C 11.526 -13.070 10.629
C 19.697 -16.323 12.445
C 20.404 -19.948 10.342
C 19.104 -22.757 11.147
C 14.133 -17.797 15.672
C 14.341 -6.109 15.148
C 7.997 -15.659 21.208
C 15.579 -13.797 16.055
C 13.830 -4.081 18.108
C 10.641 -13.587 9.740
C 16.610 -13.405 14.995
C 15.406 -19.084 10.912
C 16.453 -24.170 9.080
C 10.172 -13.887 20.205
C 22.940 -15.024 15.379
C 14.186 -11.981 11.488
C 16.134 -13.020 19.808
C 24.827 -16.640 15.557
C 20.038 -19.806 14.503
H 17.968 -19.583 15.647
H 14.881 -13.021 16.370
H 14.387 -6.455 14.130
H 20.151 -16.505 15.157
H 10.947 -15.423 7.325
H 7.905 -11.628 19.953
H 14.591 -11.344 10.705
H 11.255 -20.861 16.611
H 13.182 -15.588 9.552
H 18.302 -15.088 16.718
H 20.052 -16.706 9.062
H 16.501 -15.965 6.773
H 19.822 -22.720 11.952
H 18.194 -24.813 11.250
H 19.752 -12.198 16.092
H 15.023 -11.940 12.193
H 12.781 -13.484 19.828
H 16.198 -13.971 16.931
H 10.574 -19.225 16.694
H 16.645 -20.254 16.614
H 22.120 -15.555 14.927
H 17.098 -21.331 9.144
H 24.460 -17.335 16.307
H 18.814 -20.026 11.774
H 16.162 -13.247 14.007
H 21.181 -20.536 10.821
H 20.485 -20.204 9.277
H 16.665 -14.242 7.243
H 10.560 -14.819 20.574
H 15.705 -20.349 14.456
H 17.792 -15.046 9.221
H 23.714 -12.272 16.794
H 16.376 -8.136 15.314
H 10.289 -11.077 18.640
H 16.763 -24.250 8.040
H 16.460 -25.160 9.524
H 20.774 -16.369 12.572
H 16.921 -18.541 16.660
H 14.785 -13.770 10.452
H 14.117 -14.076 12.073
H 19.290 -17.334 12.452
H 13.344 -11.579 12.048
H 13.811 -4.516 19.108
H 13.739 -9.597 16.211
H 11.533 -19.776 17.978
H 13.748 -4.002 15.347
H 12.274 -16.997 16.387
H 21.094 -12.191 17.283
H 11.371 -12.194 11.235
H 17.723 -16.635 8.611
H 15.068 -10.270 15.340
H 15.140 -6.658 18.250
H 14.790 -16.953 15.555
H 16.973 -12.388 15.139
H 7.469 -15.995 22.097
H 19.314 -15.836 11.550
H 9.643 -15.746 8.356
H 14.607 -3.323 18.096
H 16.112 -18.740 14.012
H 11.238 -16.681 8.542
H 13.635 -20.969 15.662
H 19.961 -17.434 7.486
H 8.990 -16.095 21.147
H 14.978 -14.668 15.802
H 12.789 -3.783 18.003
H 18.263 -19.596 10.183
H 15.795 -15.372 8.313
H 17.571 -14.506 12.568
H 8.108 -13.724 22.230
H 20.278 -13.661 16.922
H 12.500 -12.058 18.689
H 14.031 -8.921 14.590
H 25.657 -14.212 16.950
H 24.819 -16.828 14.491
H 20.587 -18.881 10.424
H 21.145 -16.061 7.680
H 21.859 -12.085 14.820
H 20.907 -13.518 14.521
H 6.927 -13.778 20.962
H 9.619 -13.302 9.563
H 15.528 -23.614 9.182
H 7.473 -15.978 20.306
H 15.921 -8.623 16.818
H 25.857 -16.414 15.846
H 12.384 -13.792 18.228



2.
175
Properties=species:S:1:pos:R:3 method="wB97M-V/def2-TZVPD" energy_ev=-107138.6179 homo_lumo_gap_ev=10.293 relative_energy_kcal_mol=57.0 molar_mass_g_mol=1118.3
O 0.984 0.015 1.114
O 10.208 -2.262 0.069
O 8.845 -3.434 8.674
O -4.256 -1.918 5.939
O 0.892 -1.600 -11.297
O -4.380 -9.710 -0.852
O -2.123 -2.146 6.479
O -10.192 4.094 -8.637
O 12.663 3.032 6.528
O 2.734 1.324 0.491
O 12.125 2.011 4.540
O -3.691 -9.577 1.354
O 3.379 7.755 7.132
O -7.880 -2.465 -10.132
O -0.850 -1.475 -9.795
O -8.083 5.026 1.061
O 5.854 -8.486 -2.301
O -0.507 10.875 -3.814
O 9.992 -4.328 0.635
O -10.592 3.161 -6.544
O 8.269 -2.758 10.709
O 5.358 -10.198 -0.864
O 3.162 10.058 7.272
O 0.008 8.763 -3.084
O -8.859 3.326 2.354
O -8.658 -3.181 -8.034
N 9.887 -3.113 0.883
C -8.936 4.461 1.754
C -4.514 -3.368 5.907
C -4.559 -10.572 1.866
C -6.733 -1.788 -8.210
C -1.261 -2.353 -11.899
C 10.472 2.029 6.129
C -10.007 4.091 -5.780
C -3.086 -1.454 6.176
C -8.013 1.410 1.117
C -2.211 9.585 -2.763
C 4.500 -8.034 -2.479
C 7.651 -9.654 -1.284
C 2.522 11.429 9.082
C -8.442 4.070 -5.891
C -0.302 -1.768 -10.956
C -10.137 5.243 2.217
C -10.733 3.331 -7.847
C 6.871 -2.940 10.422
C -0.829 9.788 -3.315
C 3.328 8.873 6.589
C 11.893 2.390 5.787
C -2.915 0.076 6.071
C 3.227 8.943 5.096
C -8.691 -3.400 -10.846
C -3.911 -11.998 1.722
C 4.445 -6.658 -3.064
C 6.383 -1.697 9.691
C 0.522 -0.211 -0.202
C 9.150 -3.028 9.806
C -0.507 0.853 -0.560
C 1.306 8.870 -3.584
C 3.143 10.088 8.684
C 13.371 1.972 2.403
C -11.745 2.360 -8.379
C 0.158 0.095 -8.377
C 6.146 -9.489 -1.482
C 0.008 -1.378 -8.665
C -6.041 -3.665 5.780
C -3.754 -9.219 0.083
C 10.580 -2.726 10.200
C -8.764 -2.939 -12.335
C 1.988 0.802 1.322
C 13.354 2.311 3.891
C -7.734 2.465 2.223
C 9.371 -2.781 2.250
C 2.369 0.898 2.779
C -7.906 -2.552 -8.803
C 2.180 7.800 -2.794
C -2.999 -7.868 -0.127
H 6.672 -0.766 10.178
H -9.696 -3.386 -10.424
H -2.639 10.573 -2.592
H 13.658 0.936 2.225
H -11.027 4.615 2.250
H 7.939 -10.473 -0.623
H -9.274 -3.629 -13.007
H 5.294 -1.658 9.676
H -10.374 6.061 1.537
H -12.037 2.806 -9.330
H 4.825 -5.879 -2.404
H 8.390 -3.249 2.323
H -8.322 -4.424 -10.784
H -6.580 -0.858 -8.757
H 13.728 3.320 4.066
H 0.575 0.680 -9.197
H 1.233 8.534 -4.618
H -0.839 0.491 -8.188
H 10.104 1.068 5.769
H -9.219 -1.957 -12.465
H -4.724 -10.403 2.931
H -5.520 -10.461 1.364
H -2.316 -2.181 -11.689
H -3.817 0.573 6.429
H -2.159 8.959 -1.872
H -12.545 2.373 -7.640
H 3.425 -6.504 -3.416
H -7.263 0.621 1.075
H 6.806 -1.741 8.687
H -2.710 0.383 5.045
H 3.051 7.573 -3.410
H -3.581 -7.009 0.204
H 3.893 -8.225 -1.595
H 1.681 9.887 -3.464
H -2.054 -7.993 0.403
H 2.481 9.301 9.047
H -6.353 -3.287 4.807
H 6.363 -3.092 11.375
H 8.197 -9.654 -2.227
H 1.761 0.236 3.396
H 12.368 2.170 2.026
H -1.218 1.119 0.222
H -2.067 0.278 6.725
H 1.780 6.788 -2.726
H 4.150 10.022 9.096
H -0.961 -3.397 -11.802
H 1.612 11.578 8.501
H -0.040 -1.143 -0.260
H 3.753 8.124 4.606
H -7.743 1.870 0.166
H 3.429 0.684 2.911
H 10.095 -3.135 2.984
H -2.713 -7.818 -1.178
H -6.931 -1.606 -7.154
H 1.010 -1.785 -8.801
H 2.187 8.720 4.861
H -0.914 0.800 -1.569
H 1.218 -0.249 -1.039
H -7.788 -2.681 -12.746
H -11.317 1.361 -8.463
H -6.770 2.901 1.962
H 8.069 -8.772 -0.799
H -0.401 -1.734 -7.719
H -1.148 -1.952 -12.906
H -9.034 1.038 1.199
H 9.185 -1.707 2.265
H -4.059 -3.879 6.755
H 5.072 -6.647 -3.956
H -6.210 -4.735 5.898
H -7.641 2.026 3.216
H 10.630 -1.705 10.577
H -9.933 5.575 3.235
H 9.835 2.910 6.051
H 10.906 -3.402 10.991
H -3.882 -3.727 5.094
H -6.593 -3.158 6.571
H 2.561 8.152 -1.836
H 6.709 -3.842 9.833
H 10.641 2.064 7.205
H 0.130 1.737 -0.600
H 11.212 -2.777 9.313
H -5.828 -2.395 -8.186
H -10.367 5.069 -6.099
H 0.799 0.287 -7.517
H 14.020 2.631 1.825
H -3.073 -11.900 2.411
H -4.515 -12.899 1.824
H -2.861 9.047 -3.453
H 13.992 1.580 4.387
H 3.538 9.887 4.648
H 3.226 12.237 8.880
H 2.238 11.357 10.132
H 2.185 1.909 3.141
H -7.950 4.847 -5.305
H -3.579 -12.037 0.684
H -7.973 3.129 -5.605
H 4.006 -8.726 -3.161
H -8.233 4.336 -6.927
H -10.336 3.935 -4.753



3.
46
Properties=species:S:1:pos:R:3 method="wB97M-V/def2-TZVPD" spin_multiplicity=5 energy_ev=-284774.1920 homo_lumo_gap_ev="7.951 / 4.218" charge=-1 molar_mass_g_mol=1008.1
As -2.531 -2.936 -0.391
As 1.108 -0.845 -3.658
Cr 0.171 -0.383 0.019
S -2.279 1.931 -0.215
S 1.915 -2.252 1.239
S -1.986 0.612 2.033
S 2.524 1.954 0.669
F 0.987 -2.680 -3.624
F -2.473 2.516 4.071
F -0.627 -0.711 -3.999
F -1.583 4.100 -1.898
F -0.222 -3.765 2.098
F -0.475 3.957 -0.026
F 3.895 4.045 -0.157
F 2.813 -0.879 -3.125
F 2.473 3.350 -1.752
F 1.421 -4.858 1.286
F -1.566 -4.307 -0.811
F -3.565 -1.421 -0.045
F 4.260 2.252 -1.429
F -0.958 3.063 2.517
F 1.307 0.987 -3.558
F -2.468 -3.417 1.318
F 1.525 -4.088 3.232
F -1.111 -1.765 -0.175
F -0.023 2.580 -1.571
F 1.508 -0.731 -5.382
F -0.569 1.632 4.124
F 0.528 -0.774 -1.918
F -4.093 -3.855 -0.560
F -2.714 -2.449 -2.202
O 3.350 -2.297 1.512
O 1.676 0.998 -0.060
O 3.617 1.333 1.356
O 1.643 2.897 1.473
O -3.433 0.515 2.034
O 1.176 -1.108 1.796
O -2.948 1.255 -1.329
O -3.153 2.712 0.667
O 1.481 -2.059 -0.094
O -1.349 -0.573 2.583
N -1.214 0.883 0.447
C -1.499 2.100 3.280
C 1.090 -3.803 2.020
C -0.989 3.253 -0.992
C 3.358 3.032 -0.804



4.
53
Properties=species:S:1:pos:R:3 method="wB97M-V/def2-TZVPD" spin_multiplicity=5 energy_ev=-361922.9855 homo_lumo_gap_ev="5.195 / 7.878" charge=-4 molar_mass_g_mol=1197.0
As -3.622 -0.807 -0.857
As -0.667 2.721 2.625
As 3.567 0.720 1.328
Cr 0.062 0.059 0.138
S 1.579 0.753 -2.604
S 0.006 -3.098 -1.273
S -0.034 2.671 -2.023
S -0.335 -2.004 2.803
F 5.135 1.172 1.926
F 1.167 -1.330 -4.421
F 2.455 -3.740 -0.446
F -0.645 -0.247 -3.833
F 3.992 1.092 -0.354
F -1.932 3.642 1.779
F -0.270 -2.429 5.428
F 3.020 2.399 1.532
F -0.808 3.807 4.053
F -5.298 -1.338 -1.428
F 2.462 -3.297 -2.573
F -2.608 2.045 -2.526
F -0.502 1.616 1.174
F 0.584 3.769 1.838
F -2.115 2.520 -0.446
F 1.851 -5.194 -1.890
F -2.382 4.130 -1.917
F 0.668 0.685 -5.211
F -4.186 0.881 -0.790
F 0.912 -0.795 4.832
F 1.910 0.310 0.744
F 0.586 1.700 3.377
F -1.966 -0.258 -0.415
F -3.224 -2.502 -0.924
F -3.038 -0.614 -2.509
F 4.022 -1.052 1.088
F -4.059 -0.928 0.934
F -1.203 -0.566 4.905
F -1.860 1.584 3.293
F 3.067 0.364 3.008
O -0.005 2.906 -3.479
O 2.353 -0.319 -1.960
O -0.705 -3.141 -2.601
O -0.142 -0.892 1.844
O 0.539 3.693 -1.164
O -0.541 -3.924 -0.212
O 0.270 -1.703 -0.790
O 0.712 -3.056 2.638
O 2.364 1.835 -3.189
O -1.737 -2.454 2.754
N 0.310 1.128 -1.434
C 0.630 -0.120 -4.098
C 1.776 -3.874 -1.596
C -0.187 -1.403 4.641
C -1.927 2.885 -1.721



5.
36
Properties=species:S:1:pos:R:3 method="wB97M-V/def2-TZVPD" spin_multiplicity=3 energy_ev=-125743.5519 homo_lumo_gap_ev="5.929 / 8.841" charge=-3 molar_mass_g_mol=688.7
V -0.391 2.487 -0.248
P 3.424 -1.307 0.094
P -1.384 1.518 -2.944
P -1.185 4.753 1.377
F -2.079 2.764 -3.756
F -0.653 0.987 -4.304
F -0.599 0.418 -2.110
F -1.598 4.331 -0.072
F 0.250 4.178 0.904
F -1.423 3.165 1.512
F -2.247 2.025 -1.622
F -2.512 0.377 -3.255
F -0.809 6.272 0.876
F 1.848 -0.811 -0.030
F -2.710 5.138 1.767
F 4.160 -0.358 -1.159
F 2.998 -2.584 -0.811
F -0.229 2.500 -2.443
F 3.175 -2.356 1.333
F -0.759 5.036 2.882
F 3.942 -0.264 1.150
F 4.851 -2.156 0.011
O -0.953 -4.073 2.057
O 2.210 -4.793 0.690
O 0.551 -5.577 2.991
O 0.531 -3.363 0.314
O 1.003 1.838 -0.268
O -0.651 -1.668 1.478
O -1.914 -2.933 0.040
O -2.876 -1.341 -1.252
O -1.216 0.416 0.436
C -2.105 -1.766 -0.370
C 0.244 -4.718 2.179
C -1.274 -0.836 0.553
C 1.174 -4.268 1.027
B -0.796 -3.031 0.970